{
  "formula": "C79H181N7O23",
  "method": "ωB97M-V/def2-TZVPD",
  "symbols": ["C", "C", "C", "C", "C", "C", "N", "O", "C", "C", "C", "H", "H", "H", "H", "H", "H", "H", "H", "H", "H", "H", "H", "H", "H", "H", "H", "H", "H", "H", "C", "C", "C", "C", "C", "C", "N", "O", "C", "C", "C", "H", "H", "H", "H", "H", "H", "H", "H", "H", "H", "H", "H", "H", "H", "H", "H", "H", "H", "H", "C", "C", "C", "C", "C", "C", "N", "O", "C", "C", "C", "H", "H", "H", "H", "H", "H", "H", "H", "H", "H", "H", "H", "H", "H", "H", "H", "H", "H", "H", "C", "C", "C", "C", "C", "C", "N", "O", "C", "C", "C", "H", "H", "H", "H", "H", "H", "H", "H", "H", "H", "H", "H", "H", "H", "H", "H", "H", "H", "H", "C", "C", "C", "C", "C", "C", "N", "O", "C", "C", "C", "H", "H", "H", "H", "H", "H", "H", "H", "H", "H", "H", "H", "H", "H", "H", "H", "H", "H", "H", "C", "C", "C", "C", "C", "C", "N", "O", "C", "C", "C", "H", "H", "H", "H", "H", "H", "H", "H", "H", "H", "H", "H", "H", "H", "H", "H", "H", "H", "H", "C", "C", "C", "C", "C", "C", "N", "O", "C", "C", "C", "H", "H", "H", "H", "H", "H", "H", "H", "H", "H", "H", "H", "H", "H", "H", "H", "H", "H", "H", "C", "C", "O", "O", "H", "H", "H", "H", "H", "H", "C", "C", "O", "O", "H", "H", "H", "H", "H", "H", "C", "C", "O", "O", "H", "H", "H", "H", "H", "H", "C", "C", "O", "O", "H", "H", "H", "H", "H", "H", "C", "C", "O", "O", "H", "H", "H", "H", "H", "H", "C", "C", "O", "O", "H", "H", "H", "H", "H", "H", "C", "C", "O", "O", "H", "H", "H", "H", "H", "H", "C", "C", "O", "O", "H", "H", "H", "H", "H", "H"],
  "xyz": [[-1.58944, 5.27376, 2.32011], [-2.99854, 5.77433, 2.37203], [-3.15776, 7.16269, 1.72185], [-4.57327, 7.71277, 1.49203], [-5.22803, 6.67185, 0.50031], [-5.14927, 5.18153, 1.00941], [-3.88116, 4.83800, 1.63214], [-3.82274, 3.49111, 1.96845], [-6.40074, 5.07722, 2.04008], [-5.28264, 4.23854, -0.22196], [-3.58442, 5.95688, 3.75976], [-0.88201, 5.76025, 2.99166], [-1.31216, 5.25301, 1.26617], [-1.57218, 4.27171, 2.74872], [-2.80044, 7.86068, 2.47897], [-2.47827, 7.22674, 0.87197], [-4.42178, 8.68531, 1.02371], [-5.04322, 7.87983, 2.46122], [-4.76125, 6.79540, -0.47690], [-6.23920, 7.07375, 0.43612], [-6.25031, 5.71373, 2.91204], [-7.19731, 5.59235, 1.50323], [-6.66247, 4.05259, 2.30417], [-5.46515, 3.20629, 0.07680], [-6.06416, 4.65270, -0.85899], [-4.41287, 4.35275, -0.86891], [-2.87688, 6.48667, 4.39758], [-3.64900, 4.94589, 4.16204], [-4.58828, 6.35782, 3.89981], [-3.49594, 3.28271, 1.09018], [2.81574, -4.10687, -5.97155], [4.33815, -3.59647, -6.10447], [4.38917, -2.57298, -7.26866], [5.72596, -1.78166, -7.47768], [5.86024, -0.96504, -6.14855], [5.86180, -2.00820, -4.88210], [4.62647, -2.91104, -4.85933], [4.61174, -3.87028, -3.76371], [7.17670, -2.74021, -4.77755], [5.84296, -1.12874, -3.63122], [5.16648, -4.87614, -6.49108], [2.74454, -4.92615, -5.25614], [2.44111, -4.55076, -6.89389], [2.24203, -3.22264, -5.69388], [4.21837, -3.01870, -8.24859], [3.52301, -1.92564, -7.13147], [5.63637, -1.11492, -8.33532], [6.45705, -2.58419, -7.57537], [5.10962, -0.17923, -6.06382], [6.84094, -0.49053, -6.11430], [7.99347, -2.01892, -4.80468], [7.38257, -3.23919, -3.83059], [7.34755, -3.47242, -5.56671], [6.59175, -0.33702, -3.65551], [4.95827, -0.49293, -3.59703], [6.02965, -1.67233, -2.70507], [6.20525, -4.67814, -6.75540], [4.69984, -5.53117, -7.22680], [5.13255, -5.62168, -5.69666], [3.82329, -3.53949, -3.32723], [-3.62303, -6.56841, -2.70385], [-2.36529, -7.14236, -1.91893], [-1.89083, -8.38893, -2.74243], [-0.41121, -8.82892, -2.51639], [0.55423, -7.62099, -2.41104], [0.05101, -6.28473, -1.60601], [-1.40003, -6.06484, -1.84311], [-1.81946, -4.90171, -1.18603], [0.34339, -6.34514, -0.05950], [0.95353, -5.12117, -2.14026], [-2.72601, -7.59483, -0.50513], [-3.42712, -6.41039, -3.76439], [-4.13820, -5.80418, -2.12191], [-4.34790, -7.38201, -2.67717], [-2.62573, -9.19172, -2.68297], [-1.69249, -8.08638, -3.77065], [-0.18301, -9.53552, -3.31435], [-0.33834, -9.24078, -1.50982], [0.93632, -7.41814, -3.41151], [1.34051, -8.13685, -1.85990], [1.38755, -6.34363, 0.25329], [-0.07509, -5.44677, 0.39427], [-0.20557, -7.18205, 0.37215], [0.71555, -4.86836, -3.17349], [0.97436, -4.10589, -1.74418], [1.97722, -5.48966, -2.20639], [-3.75319, -7.94880, -0.41726], [-2.69514, -6.74130, 0.17210], [-2.33716, -8.47806, 0.00163], [-2.20430, -4.35839, -1.87763], [1.17629, -0.30990, -2.27662], [0.72107, -0.19846, -0.78478], [1.07793, 1.21989, -0.18523], [0.22501, 1.64193, 1.01510], [-1.19854, 1.47993, 0.75531], [-1.62172, 0.07703, 0.28335], [-0.74965, -0.41920, -0.83586], [-1.10967, -1.59837, -1.41283], [-1.74810, -0.82919, 1.51140], [-2.98187, 0.27347, -0.32185], [1.50956, -1.33553, -0.00034], [2.17987, -0.01136, -2.57962], [0.43413, -0.01262, -3.01751], [1.25827, -1.36915, -2.52029], [2.05430, 1.02679, 0.25919], [1.29092, 1.92477, -0.98890], [0.48186, 2.63474, 1.38450], [0.57185, 1.01626, 1.83750], [-1.36293, 2.24703, -0.00141], [-1.65348, 1.94034, 1.63233], [-2.10816, -0.31084, 2.40009], [-2.24678, -1.77603, 1.30424], [-0.70384, -1.06244, 1.71929], [-3.76076, 0.19705, 0.43682], [-3.15972, 1.23946, -0.79444], [-3.23315, -0.44422, -1.10280], [1.11945, -2.34097, -0.15849], [1.27351, -1.36008, 1.06351], [2.59267, -1.27124, -0.10445], [-1.02890, -2.23453, -0.69842], [4.91385, 3.31635, 7.30532], [4.45263, 4.52889, 6.43909], [5.47236, 4.85045, 5.40320], [5.38053, 3.97565, 4.10465], [3.96100, 4.02714, 3.55794], [2.84637, 3.87397, 4.61565], [3.06823, 4.47966, 5.93838], [2.03637, 4.27558, 6.86175], [1.42229, 4.31766, 4.12352], [2.81760, 2.35028, 4.74103], [4.56302, 5.79428, 7.47472], [5.29368, 2.51849, 6.66715], [4.14683, 2.77099, 7.85520], [5.69209, 3.57139, 8.02462], [5.11027, 5.82928, 5.08878], [6.44213, 4.92881, 5.89463], [5.52722, 2.94594, 4.43064], [6.23787, 4.34718, 3.54338], [3.77651, 3.33019, 2.74042], [3.95498, 5.00622, 3.07892], [1.37871, 4.86531, 3.18210], [0.68698, 3.51478, 4.07057], [1.04107, 5.05572, 4.82924], [1.98226, 2.07182, 5.38349], [2.62700, 1.90084, 3.76647], [3.72279, 1.83713, 5.06570], [4.21513, 5.43820, 8.44440], [3.89327, 6.62854, 7.26604], [5.60209, 6.12358, 7.47305], [2.43341, 3.51270, 7.28834], [5.55750, 6.64884, -3.76776], [6.34702, 5.58591, -3.03351], [7.02788, 6.21172, -1.71927], [6.09077, 6.44598, -0.49522], [5.43103, 5.08624, -0.22293], [4.72118, 4.38630, -1.54315], [5.63910, 4.31284, -2.68721], [5.21829, 3.59170, -3.70186], [4.24524, 2.91079, -1.06608], [3.45100, 5.17030, -1.95159], [7.61461, 5.16893, -3.86739], [6.20134, 7.41493, -4.19983], [4.84440, 7.02479, -3.03411], [4.98231, 6.11807, -4.52641], [7.85012, 5.53766, -1.47915], [7.31480, 7.23887, -1.94457], [5.32419, 7.17409, -0.76038], [6.65830, 6.84342, 0.34624], [4.60629, 5.15702, 0.48622], [6.11715, 4.34425, 0.18546], [3.94762, 2.23386, -1.86689], [5.08810, 2.43545, -0.56434], [3.46499, 2.88798, -0.30531], [2.61020, 4.78686, -1.37355], [3.57518, 6.20128, -1.62030], [3.10130, 5.11650, -2.98257], [8.03003, 4.18942, -3.63054], [8.50186, 5.79015, -3.74505], [7.33304, 5.14341, -4.92008], [4.37779, 3.97764, -3.95918], [-5.48334, -1.21951, 4.31659], [-6.87782, -0.61887, 3.94216], [-7.54865, -1.61542, 2.90459], [-9.00737, -1.29098, 2.75439], [-9.73252, -1.43774, 4.07988], [-9.20098, -0.46271, 5.17824], [-7.69371, -0.51709, 5.17432], [-7.17758, 0.36053, 6.05384], [-9.79218, 0.88028, 4.82401], [-9.73652, -1.07202, 6.61605], [-6.43905, 0.67904, 3.28199], [-4.82917, -0.49382, 4.79984], [-4.92301, -1.77575, 3.56511], [-5.59806, -2.04128, 5.02345], [-7.04926, -1.37622, 1.96571], [-7.33462, -2.63689, 3.21908], [-9.44601, -1.98811, 2.04045], [-9.24119, -0.28862, 2.39564], [-9.55528, -2.41070, 4.53817], [-10.80320, -1.42977, 3.87575], [-9.46731, 1.78690, 5.33450], [-9.70140, 1.22354, 3.79346], [-10.87238, 0.85703, 4.96792], [-9.26251, -2.00164, 6.93105], [-9.58999, -0.30391, 7.37542], [-10.80096, -1.30669, 6.61589], [-5.74489, 1.23357, 3.91345], [-7.39939, 1.17735, 3.14958], [-6.03467, 0.67247, 2.26980], [-7.06244, -0.09321, 6.89197], [0.76470, -2.20867, 3.76090], [-0.21295, -2.23622, 5.05109], [-0.84510, -3.45032, 5.21108], [1.85684, -2.93572, 4.27216], [1.05182, -1.17172, 3.58660], [0.22640, -2.80247, 3.02215], [-0.94558, -1.43135, 4.99164], [0.23428, -1.86663, 5.97385], [-0.37497, -3.99925, 5.84296], [2.31837, -3.37905, 3.55658], [-1.44376, 3.16797, -3.90822], [-1.38992, 4.46371, -2.98835], [-1.10977, 5.55091, -3.74880], [-0.52071, 3.16611, -4.86636], [-2.40646, 2.97459, -4.38143], [-1.37103, 2.28678, -3.27081], [-0.46495, 4.30451, -2.43410], [-2.22251, 4.56267, -2.29186], [-0.83029, 5.14061, -4.57047], [-0.48620, 2.25264, -5.15957], [5.99119, -3.27068, 0.22450], [6.24840, -4.36896, -0.85115], [7.51479, -4.80339, -0.75996], [5.83353, -3.98410, 1.44967], [5.07450, -2.70663, 0.05236], [6.89926, -2.68259, 0.35739], [6.17487, -3.86575, -1.81524], [5.60472, -5.24820, -0.82444], [8.08289, -4.18253, -0.29802], [6.73354, -4.29121, 1.58108], [-3.30051, -3.33784, -4.58277], [-1.76931, -3.12509, -4.57533], [-1.44834, -1.77274, -4.15094], [-3.80610, -2.96851, -3.27230], [-3.53991, -4.38405, -4.77313], [-3.77684, -2.72804, -5.35046], [-1.24446, -3.32191, -5.51015], [-1.20659, -3.86312, -4.00370], [-1.33602, -1.72823, -3.19858], [-4.72154, -3.25211, -3.21621], [-7.49286, -1.76866, -1.04496], [-6.98264, -3.20858, -0.76976], [-6.08024, -3.74274, -1.69937], [-6.43144, -0.84108, -1.24211], [-8.04153, -1.39153, -0.18192], [-8.13767, -1.56958, -1.90093], [-7.79286, -3.90402, -0.55063], [-6.61208, -3.18812, 0.25511], [-5.64618, -4.53581, -1.37651], [-5.86178, -1.28444, -1.87498], [-3.75703, -4.17771, 2.28891], [-4.78620, -5.20301, 2.07778], [-6.10364, -4.75971, 2.37407], [-3.57629, -3.85369, 3.62890], [-4.01543, -3.29075, 1.71043], [-2.80251, -4.63288, 2.02469], [-4.63196, -6.14531, 2.60352], [-4.63600, -5.33402, 1.00616], [-6.23204, -4.32262, 3.21910], [-2.62344, -3.92458, 3.72191], [1.10824, -0.21977, -7.35606], [0.98730, 0.34033, -5.93538], [-0.25127, 0.49941, -5.32447], [0.75595, -1.59427, -7.29900], [2.10286, -0.26976, -7.79917], [0.47278, 0.31052, -8.06535], [1.55607, 1.26956, -5.90161], [1.57912, -0.39290, -5.38745], [-0.29101, -0.29624, -4.78879], [-0.18712, -1.77253, -7.31979], [5.55467, -0.36844, 2.82417], [4.25913, -1.15270, 3.09227], [4.03882, -2.16682, 2.22320], [6.81251, -0.92306, 3.14799], [5.60064, 0.57519, 3.36783], [5.65682, -0.27336, 1.74314], [3.36675, -0.59889, 2.80061], [4.45669, -1.46096, 4.11894], [4.71297, -2.82651, 2.40189], [7.32379, -0.37491, 2.54822]],
  "forces_ev_per_a": [[-0.02, -1.14, 0.48], [-1.59, 1.96, -0.46], [0.62, 0.95, 0.69], [1.40, -1.97, -1.33], [0.48, 1.47, 1.45], [-1.67, 1.18, -0.68], [-1.10, 0.63, 1.77], [0.54, 2.03, -0.40], [0.98, 0.10, -0.82], [-0.32, 0.72, 0.34], [0.11, -1.95, 1.54], [-0.20, 0.76, -0.47], [0.62, 0.01, 0.18], [-0.01, -0.35, -0.37], [0.86, -0.17, -0.01], [-0.34, 0.20, -0.34], [-0.39, -0.07, -0.14], [-0.44, -0.26, -0.29], [0.14, -0.13, 0.05], [-0.34, -1.01, -0.45], [0.27, -0.37, 0.06], [-0.15, -0.57, -0.11], [0.11, 0.12, 0.02], [-0.12, 0.07, -0.33], [-0.40, -0.37, 0.27], [0.37, -0.29, 0.19], [0.00, 0.15, -0.22], [-0.02, -0.10, 0.52], [0.32, 0.30, -0.59], [0.34, -2.13, -0.62], [1.49, 0.43, -0.28], [-1.40, -1.92, -1.60], [0.09, 0.40, -0.70], [-2.09, -0.09, 2.42], [0.99, -2.49, 0.16], [-0.52, 0.90, 0.59], [0.99, 1.07, -0.59], [0.48, 1.03, -0.81], [1.09, -0.49, -0.59], [-0.38, 0.97, 0.02], [-0.15, -0.17, 0.98], [0.08, 0.30, 0.40], [0.11, 0.41, -0.28], [-0.35, -0.28, 0.06], [-0.33, -0.79, 0.25], [0.14, 0.46, 0.09], [0.27, -0.28, -0.11], [0.57, 0.61, -0.22], [-0.25, -0.29, 0.09], [0.02, 0.14, 0.22], [0.02, 0.20, -0.37], [-0.70, -0.23, 0.13], [0.03, 0.08, 0.00], [0.60, -0.29, -0.35], [-0.58, -0.48, 0.30], [-0.41, -0.14, -0.01], [-0.12, -0.10, -0.08], [-0.20, 0.85, -0.82], [0.47, 0.44, 0.76], [-0.09, -0.22, 0.39], [0.13, -1.87, 1.45], [-0.68, -0.61, -0.19], [2.08, 1.47, -0.58], [-1.78, 1.06, 2.03], [-0.74, -0.14, 0.36], [0.94, -0.38, 0.33], [2.61, -0.08, -2.23], [-0.40, -0.21, 0.70], [-0.78, -0.20, -0.48], [-0.34, -0.26, -1.45], [-1.93, -0.11, 1.00], [0.21, 0.63, 0.31], [0.42, 0.57, -0.46], [-0.13, -0.23, -0.14], [0.09, 0.09, 0.02], [-1.33, 0.32, -0.50], [0.47, -0.01, 0.36], [-0.04, -0.93, -0.17], [-0.04, 0.68, 0.08], [0.64, 0.95, 0.10], [0.11, -0.36, -0.45], [-0.16, 0.11, -0.09], [0.29, -0.15, 0.17], [-0.27, -0.49, -0.42], [-0.35, -0.33, 1.15], [0.11, 0.00, 0.33], [-0.67, 0.40, -0.53], [0.24, -0.04, 0.11], [1.43, 0.16, -0.52], [-0.23, 0.28, -0.34], [0.05, -1.36, -0.15], [0.57, -0.61, -0.54], [0.69, -1.44, 0.22], [2.46, -0.63, 0.06], [0.09, 1.12, -0.58], [-1.08, 0.49, -0.43], [1.11, 3.67, 1.26], [-0.43, -0.78, 0.57], [1.82, -0.31, -0.41], [-1.74, -0.10, -0.49], [-1.34, 0.47, 0.66], [0.00, 0.83, 0.54], [0.04, 0.87, 0.46], [-0.15, -0.44, 0.24], [0.38, 0.17, -0.23], [-0.75, 0.29, 0.05], [-0.03, 0.33, -0.35], [-0.19, -0.37, 0.27], [-0.55, -0.22, -0.75], [-1.03, -0.99, 0.29], [-0.47, -0.14, -0.23], [-0.33, 0.14, 0.13], [0.05, -0.36, 0.52], [-0.11, -0.15, 0.17], [0.46, 0.24, -0.14], [0.12, -0.29, 0.18], [0.32, -0.18, -1.19], [0.33, 0.96, 0.45], [-0.14, -0.13, -0.21], [-0.04, -1.05, -0.07], [-0.18, -0.79, -0.83], [-0.72, 1.15, 3.91], [-1.60, 0.03, -1.88], [0.35, -0.57, 2.64], [0.71, 2.67, -0.44], [-0.68, -1.83, -0.05], [1.91, 2.10, -2.67], [1.27, -0.57, -0.20], [0.31, 0.76, 0.24], [-0.99, -1.04, 0.07], [-0.86, -1.43, -0.54], [0.36, 0.02, -0.17], [-0.42, 0.42, 0.29], [-0.05, 0.19, -0.14], [0.68, 0.54, -0.23], [0.04, -0.18, -0.41], [0.72, -0.21, -0.21], [-0.52, -0.45, -0.92], [0.07, -0.16, 0.18], [-0.66, 0.40, -0.08], [0.55, -0.26, -0.37], [0.20, -0.21, 0.06], [-0.03, -0.15, 0.23], [0.07, -0.31, 0.21], [-0.32, 0.00, -0.13], [0.16, 0.44, 0.35], [0.45, 0.08, 0.23], [0.12, -0.06, -0.64], [-0.12, 0.00, 0.39], [-0.83, -0.63, 0.98], [-0.67, -0.97, 0.53], [2.86, -0.43, 1.13], [-1.79, 0.17, -0.03], [-0.03, -1.81, -1.27], [-1.29, -0.70, -1.39], [-0.69, -0.68, 0.92], [2.67, 2.29, 4.36], [-1.05, -1.38, -2.24], [1.44, 0.84, -0.18], [-0.39, 0.07, 1.40], [-0.50, -0.24, -0.52], [-0.19, -0.05, 0.06], [0.01, 0.65, -0.41], [-0.05, 0.40, -0.45], [0.13, 0.36, 0.27], [0.84, -0.30, -0.61], [0.00, 0.14, 0.03], [-0.07, -0.16, 0.08], [-0.09, 0.08, 0.20], [0.26, 0.10, -0.13], [-0.05, 0.33, -0.24], [0.29, -0.11, -0.16], [-0.21, 0.65, -0.16], [-0.15, 0.01, 0.10], [-0.21, 0.16, -0.46], [0.43, 0.06, -0.18], [-0.62, -0.26, 0.29], [-0.42, 0.72, -0.01], [0.22, -0.01, -0.15], [-0.72, 0.01, -0.74], [-0.47, -1.24, 1.12], [2.16, -1.89, -0.48], [0.78, 2.28, 0.82], [-0.76, -0.87, 0.37], [0.82, -0.71, 0.70], [-0.40, -1.34, -0.07], [-1.76, -2.32, -1.81], [0.91, 2.19, 1.24], [-0.81, 1.58, 0.33], [0.54, 1.46, -1.30], [-1.96, 1.21, -0.18], [-0.03, 0.06, -0.11], [-0.18, 0.69, -0.77], [-0.29, 0.03, 0.49], [0.27, -0.50, -0.07], [-0.38, 0.06, -0.13], [-0.17, 0.00, -0.14], [0.53, 0.11, -0.31], [0.15, -0.46, -0.45], [-0.13, 0.64, 0.55], [0.39, -0.36, 0.73], [0.35, -0.71, -0.38], [-0.14, -0.16, 0.20], [0.50, 0.15, -0.37], [0.07, -0.08, 0.17], [-0.11, 0.30, -0.45], [-0.36, 0.18, 0.08], [0.11, 1.08, 0.05], [0.27, -0.87, 0.04], [0.10, -0.31, 0.05], [-1.28, -0.83, 3.88], [0.54, 2.18, -1.23], [-0.61, -0.92, -0.05], [0.64, -0.44, -0.28], [-0.21, 0.04, -0.74], [0.12, 0.60, -0.57], [-0.72, -0.18, -0.82], [1.09, -0.57, -0.03], [0.15, 0.00, -0.11], [0.26, 0.12, -0.17], [-3.36, -0.20, 2.99], [1.55, -3.08, -0.22], [-0.70, 1.86, -1.29], [2.48, 1.14, -1.55], [-0.80, 0.70, 0.08], [0.38, -0.13, 0.61], [-0.01, -0.40, 0.98], [-0.30, 0.08, -0.27], [0.36, 0.57, -0.66], [0.38, -0.60, -0.43], [-0.77, -2.25, -0.43], [-1.61, 2.96, -0.80], [3.38, -1.83, 0.80], [0.19, 0.24, 0.58], [0.32, 0.18, -0.05], [-0.14, 0.71, -0.58], [-0.71, -0.09, -0.38], [-0.46, 0.38, 0.29], [0.09, 0.09, -0.21], [-0.11, -0.55, 0.74], [0.63, 0.20, 0.69], [0.19, 0.72, 0.48], [0.07, -0.78, -1.13], [0.81, -0.23, -0.74], [0.13, -0.10, -0.14], [0.09, 0.15, -0.04], [-0.71, 0.50, -0.69], [-0.50, -0.08, 1.00], [-0.22, -0.29, 0.48], [-0.27, -0.09, 0.21], [0.28, 0.13, -0.48], [-1.26, 0.32, 1.75], [0.19, 0.65, -0.91], [0.56, -0.26, 0.37], [-0.02, -0.43, 0.21], [-0.39, -1.02, -0.19], [-0.71, 0.03, -0.83], [1.06, 0.34, 0.01], [-0.16, 0.05, 0.33], [0.47, 0.21, -0.19], [0.91, -0.27, 0.45], [-0.81, -0.04, 0.17], [-0.59, -0.03, -1.16], [0.19, 0.52, 1.10], [0.13, 0.13, -0.34], [0.02, 0.13, -1.18], [0.48, -0.01, -0.02], [-0.98, -0.62, -0.34], [0.79, -0.18, 0.23], [0.04, 0.31, 1.09], [-1.71, -0.53, 0.06], [2.98, 0.23, -0.90], [-0.25, -0.18, -0.67], [0.04, -0.91, -0.24], [0.27, 0.67, 0.62], [-0.14, 0.16, -0.08], [-0.09, 0.36, 0.10], [0.14, 0.04, 0.46], [-1.29, -0.37, 0.29], [-0.10, 0.47, 0.00], [-0.58, 0.89, -1.16], [1.46, 1.67, 0.55], [0.21, -2.41, -0.91], [0.37, -1.21, 0.35], [-1.03, 0.50, -0.30], [-0.85, 0.83, -0.34], [0.18, 1.36, 1.49], [-1.26, -0.22, 0.51], [0.34, -0.79, -0.53], [0.94, -0.45, 0.36]],
  "s_squared": 0.755,
  "charge": 1,
  "max_force_ev_per_a": 5.604,
  "multiplicity": 2,
  "homo_energy_ev": [-9.53, -9.53],
  "e_tot_ev": -142352.4518
}